Record 1
C31H63O10S | ωB97M-V/def2-TZVPD

Last column: Mulliken charge in e.
Geometry (Å):
C1 0.3885 -2.1071 5.0861  -1.616
C2 -0.5863 -3.2195 4.7742  0.893
O1 0.1876 -4.3368 4.2346  -0.347
C3 -1.6276 -2.8014 3.7608  -0.813
C4 -2.5343 -1.6691 4.2448  -0.308
S1 -3.8153 -2.3616 5.3204  -0.357
H1 1.0295 -1.9083 4.2261  0.343
H2 -0.1302 -1.1996 5.3737  0.527
H3 1.0551 -2.4595 5.8738  0.345
H4 -1.0579 -3.6025 5.6711  -0.277
H5 0.4639 -4.0298 3.3558  0.290
H6 -1.1098 -2.4662 2.8490  0.301
H7 -2.2303 -3.6754 3.4593  0.218
H8 -3.0692 -1.3112 3.3658  -0.194
H9 -4.3409 -3.4490 4.6573  0.004
C5 -3.3256 -0.5699 -0.7903  -0.668
C6 -3.2428 -0.0816 0.6396  0.817
O2 -3.9004 -0.5820 1.5198  -0.616
C7 -2.2991 1.0602 0.9184  -0.725
H10 -4.0365 -1.3926 -0.8486  0.347
H11 -3.6547 0.2384 -1.4459  0.007
H12 -2.3463 -0.9230 -1.1217  0.114
H13 -2.5979 1.9363 0.3431  0.217
H14 -1.2787 0.7787 0.6508  0.258
H15 -2.3317 1.2944 1.9818  0.321
C8 -1.3316 -6.1556 7.1684  -0.905
C9 -0.3892 -6.0826 8.3422  0.870
O3 -0.3266 -5.1141 9.0631  -0.573
C10 0.4878 -7.2921 8.5816  -0.821
H16 -1.9080 -5.2349 7.0942  0.214
H17 -0.7647 -6.2914 6.2450  0.149
H18 -2.0194 -6.9932 7.3012  0.437
H19 1.1216 -7.4715 7.7114  0.023
H20 -0.1312 -8.1725 8.7625  0.320
H21 1.1183 -7.1163 9.4512  0.304
C11 -5.3168 4.1583 -2.0617  -1.199
C12 -5.5200 2.6640 -2.1196  1.061
O4 -4.9882 1.9884 -2.9689  -0.530
C13 -6.4125 2.0462 -1.0725  -1.308
H22 -4.6515 4.4631 -2.8669  0.248
H23 -6.2734 4.6716 -2.1773  0.443
H24 -4.8669 4.4348 -1.1070  0.268
H25 -7.4185 2.4643 -1.1437  0.426
H26 -6.0100 2.2364 -0.0759  0.319
H27 -6.4640 0.9714 -1.2296  0.326
C14 -1.7576 2.6209 -3.9657  -1.170
C15 -1.6492 3.1008 -2.5434  0.820
O5 -2.2922 2.5884 -1.6534  -0.501
C16 -0.7086 4.2429 -2.2597  -0.418
H28 -2.4740 1.8031 -4.0123  0.273
H29 -2.1029 3.4298 -4.6125  0.399
H30 -0.7838 2.2690 -4.3044  0.294
H31 -1.0156 5.1288 -2.8209  0.399
H32 0.3075 3.9680 -2.5445  -0.131
H33 -0.7281 4.4736 -1.1967  -0.036
C17 3.4979 3.5793 -3.7401  -1.152
C18 2.5885 2.9386 -4.7595  0.823
O6 1.4235 2.7175 -4.5067  -0.444
C19 3.1932 2.5905 -6.0930  -1.226
H34 2.9410 3.7781 -2.8268  0.228
H35 4.3277 2.9096 -3.5089  0.343
H36 3.8899 4.5203 -4.1293  0.385
H37 4.0101 1.8793 -5.9512  0.357
H38 3.5695 3.4829 -6.5743  0.393
H39 2.4345 2.1389 -6.7282  0.284
C20 2.4237 -6.5386 4.3659  -0.957
C21 2.9069 -7.8564 4.9129  0.830
O7 2.1501 -8.7686 5.1585  -0.566
C22 4.3948 -7.9952 5.1477  -1.199
H40 1.3449 -6.5601 4.2430  0.193
H41 2.6765 -5.7301 5.0526  0.317
H42 2.8870 -6.3492 3.3952  0.422
H43 4.7303 -7.2460 5.8665  0.303
H44 4.9346 -7.8604 4.2091  0.339
H45 4.6100 -8.9865 5.5418  0.322
C23 -0.5023 6.9495 2.1036  -1.185
C24 -0.6855 5.4536 1.9908  0.875
O8 -0.1393 4.8149 1.1222  -0.566
C25 -1.5793 4.7909 3.0087  -0.913
H46 0.1612 7.2940 1.3132  0.303
H47 -1.4656 7.4524 2.0039  0.317
H48 -0.0636 7.2001 3.0707  0.344
H49 -2.5876 5.2042 2.9469  0.322
H50 -1.1859 4.9511 4.0138  0.378
H51 -1.6227 3.7220 2.8133  0.104
C26 1.1783 0.3302 -2.3774  -0.278
C27 2.0269 -0.8780 -2.0755  0.659
O9 3.0569 -0.7917 -1.4465  -0.590
C28 1.5337 -2.2060 -2.5983  -1.120
H52 1.6401 1.2155 -1.9462  0.220
H53 1.0974 0.4652 -3.4564  0.198
H54 0.1819 0.2071 -1.9470  -0.017
H55 1.4564 -2.1738 -3.6866  0.317
H56 0.5544 -2.4334 -2.1744  0.280
H57 2.2329 -2.9894 -2.3144  0.328
C29 4.5676 4.4117 -10.8660  -1.137
C30 4.7563 3.6627 -9.5703  0.763
O10 4.0056 3.8179 -8.6347  -0.490
C31 5.9232 2.7093 -9.4922  -1.018
H58 3.6971 5.0585 -10.7867  0.296
H59 5.4470 5.0227 -11.0755  0.326
H60 4.4142 3.7081 -11.6857  0.333
H61 6.8584 3.2500 -9.6454  0.324
H62 5.8252 1.9358 -10.2553  0.327
H63 5.9427 2.2388 -8.5118  0.232

* Kohn-Sham gap: 3.3 eV
* E: -64477.510 eV
* ΔE to the lowest compared entry with this formula, charge and spin: 13.63 kcal/mol
* charge: -1
* HOMO: -1.850 eV
* max |F|: 1.08 eV/Å



Record 2
C26H65FN6O12P | ωB97M-V/def2-TZVPD

Last column: Mulliken charge in e.
Geometry (Å):
N1 -9.0076 -4.5504 1.4027  -0.859
P1 -8.2726 -3.1865 0.8319  0.736
O1 -7.0061 -2.7139 1.9870  -0.454
O2 -7.5928 -3.4548 -0.7872  -0.503
C1 -9.5611 -1.7490 0.5836  0.869
N2 -10.5590 -1.6684 1.7450  -0.659
F1 -10.3832 -1.9879 -0.6433  -0.367
C2 -8.7197 -0.3167 0.4079  0.165
O3 -7.6401 -0.3295 -0.3799  -0.650
O4 -9.1754 0.9028 1.1547  -0.711
H1 -8.8743 -5.3051 0.6698  0.199
H2 -6.3096 -2.2487 1.4048  0.315
H3 -8.3833 -3.4588 -1.4336  0.349
H4 -10.7276 -2.6104 2.1696  0.312
H5 -11.4576 -1.3389 1.2790  0.261
C3 -3.7858 -5.5726 7.0344  -0.702
O5 -4.5972 -5.5251 5.8646  -0.337
C4 -5.1667 -4.2361 5.6131  -0.890
C5 -4.4928 -3.5591 4.4064  -0.069
N3 -3.1219 -3.1441 4.7193  -0.348
C6 -2.3164 -2.7879 3.5467  -0.188
C7 -2.1084 -3.8626 2.4559  -0.592
O6 -1.2898 -4.9610 2.8650  -0.454
C8 -1.9614 -5.9470 3.6357  -0.521
H6 -3.5947 -6.6223 7.2706  0.225
H7 -2.8230 -5.0883 6.8552  0.291
H8 -4.2870 -5.1070 7.8853  0.331
H9 -5.1481 -3.5942 6.5022  0.418
H10 -6.2186 -4.4096 5.3591  0.394
H11 -5.0763 -2.6795 4.1122  0.376
H12 -4.5148 -4.2738 3.5801  0.122
H13 -2.6495 -3.8940 5.2148  0.083
H14 -1.3281 -2.5032 3.9270  0.382
H15 -2.7463 -1.8911 3.0855  0.017
H16 -1.5694 -3.3835 1.6330  0.350
H17 -3.0509 -4.2191 2.0274  0.352
H18 -3.0005 -6.0819 3.3280  0.293
H19 -1.8968 -5.6942 4.6929  0.134
H20 -1.4383 -6.8992 3.5024  0.313
C9 -0.9180 3.5988 -0.7834  -1.038
O7 -0.1766 2.8555 0.1794  0.042
C10 0.1179 3.5924 1.3707  -0.960
C11 -0.7212 3.0853 2.5570  -0.087
N4 -2.1342 3.4477 2.4097  -0.303
C12 -3.0377 2.7373 3.3204  -1.112
C13 -3.0711 1.1938 3.2515  -0.245
O8 -3.6412 0.6739 2.0479  -0.390
C14 -2.7599 0.6533 0.9344  -0.566
H21 -0.8895 3.0507 -1.7284  0.250
H22 -1.9633 3.6885 -0.4789  0.363
H23 -0.4865 4.5896 -0.9393  0.415
H24 0.0069 4.6740 1.2269  0.382
H25 1.1731 3.4010 1.5970  0.364
H26 -0.3340 3.5187 3.4859  0.416
H27 -0.5900 2.0016 2.6066  0.081
H28 -2.4306 3.2611 1.4566  0.124
H29 -4.0477 3.1028 3.0994  0.383
H30 -2.8106 3.0429 4.3485  0.435
H31 -3.7246 0.8512 4.0594  0.428
H32 -2.0937 0.7400 3.4459  0.291
H33 -1.7270 0.4468 1.2225  0.177
H34 -2.8331 1.5937 0.3902  0.233
H35 -3.0899 -0.1369 0.2525  0.383
C15 3.8144 -0.7904 -5.2686  -0.520
O9 4.0039 -1.5957 -4.1089  -0.397
C16 4.8407 -0.9885 -3.1189  -0.162
C17 4.0176 -0.5388 -1.8987  -0.425
N5 3.1702 0.6144 -2.2174  -0.054
C18 2.1351 0.8975 -1.2179  -0.782
C19 1.1034 -0.2105 -0.9081  0.038
O10 0.1978 -0.4834 -1.9802  -0.438
C20 0.7196 -1.3254 -2.9980  -0.607
H36 3.3718 -1.4172 -6.0466  0.255
H37 3.1199 0.0269 -5.0606  0.215
H38 4.7625 -0.3925 -5.6357  0.228
H39 5.4401 -0.1673 -3.5302  -0.202
H40 5.5382 -1.7663 -2.7878  0.486
H41 4.6975 -0.2705 -1.0823  0.408
H42 3.4211 -1.3959 -1.5768  0.226
H43 2.7156 0.4593 -3.1121  0.009
H44 1.5848 1.7725 -1.5838  0.341
H45 2.6231 1.2007 -0.2842  0.322
H46 0.4829 0.1514 -0.0827  -0.163
H47 1.5689 -1.1340 -0.5482  0.361
H48 1.3979 -2.0856 -2.6047  0.317
H49 1.2098 -0.7209 -3.7597  0.172
H50 -0.1193 -1.8333 -3.4843  0.349
C21 10.6365 3.8365 -3.8531  -0.708
O11 9.7072 4.1837 -2.8308  -0.321
C22 9.0650 5.4452 -3.0434  -0.808
C23 7.5906 5.2556 -3.4417  -0.146
N6 7.4660 4.7069 -4.7956  -0.318
C24 6.1276 4.2045 -5.1226  -1.034
C25 5.5398 3.0792 -4.2415  -0.328
O12 6.2040 1.8207 -4.3793  -0.375
C26 7.4093 1.7013 -3.6378  -0.584
H51 11.2355 2.9960 -3.4939  0.231
H52 10.1129 3.5138 -4.7560  0.293
H53 11.3035 4.6695 -4.0840  0.335
H54 9.6048 6.0684 -3.7667  0.390
H55 9.0901 5.9684 -2.0806  0.394
H56 7.0762 6.2221 -3.3970  0.399
H57 7.1370 4.5941 -2.6995  0.134
H58 8.1290 3.9466 -4.9116  0.104
H59 6.1827 3.8283 -6.1511  0.394
H60 5.4291 5.0495 -5.1337  0.416
H61 4.5135 2.9098 -4.5808  0.379
H62 5.4620 3.3638 -3.1870  0.341
H63 7.3685 2.2336 -2.6850  0.307
H64 8.2479 2.0449 -4.2415  0.079
H65 7.5788 0.6400 -3.4302  0.399

* Kohn-Sham gap: 6.4 eV
* E: -73526.608 eV
* charge: -1
* HOMO: -4.637 eV
* max |F|: 8.38 eV/Å



Record 3
C31H47IrN5O4SSbSeSi3 | ωB97M-V/def2-TZVPD

Last column: Mulliken charge in e.
Geometry (Å):
Ir1 -0.1886 0.8928 -0.5271  3.651
C1 0.4093 -3.3762 -3.1281  -1.250
Sb1 -0.3821 -2.0899 -1.5982  0.377
C2 0.7326 -0.2739 -2.1355  -0.591
C3 2.0815 -0.7044 -1.7444  -0.157
C4 3.3010 -0.1634 -2.1825  -0.530
C5 4.4834 -0.6451 -1.6686  -0.931
C6 4.4670 -1.6731 -0.7328  -1.164
C7 3.2363 -2.2034 -0.3936  -0.171
N1 2.0976 -1.7531 -0.8896  0.877
Si1 0.4799 0.6119 -3.7809  0.796
C8 1.4428 2.2409 -3.9465  -1.318
C9 -1.2752 1.1561 -4.1213  -0.779
C10 1.0258 -0.4852 -5.2156  -1.573
C11 -0.8427 -1.8651 1.7786  1.412
C12 0.3766 -1.1376 2.0739  -0.543
C13 1.2673 -1.6936 3.0117  -0.586
C14 2.3424 -0.9801 3.4810  -1.239
C15 2.5337 0.3076 2.9998  -0.693
C16 1.6614 0.7762 2.0436  0.030
N2 0.6195 0.0916 1.5552  0.560
Si2 -2.3971 -1.0769 2.5119  0.453
C17 -2.6250 0.7704 2.2370  -0.918
C18 -2.1054 -1.2606 4.3737  -1.310
C19 -3.9424 -1.9974 2.0296  -0.825
Si3 -0.7393 -3.7548 1.6079  0.373
C20 -1.0766 -4.5151 3.3041  -1.435
C21 0.9880 -4.3218 1.1053  -0.810
C22 -1.9737 -4.4724 0.4010  -1.162
H1 0.6137 -2.8179 -4.0331  0.213
H2 -0.3249 -4.1501 -3.3326  0.449
H3 1.3237 -3.8358 -2.7653  0.338
H4 3.3110 0.6265 -2.9118  0.306
H5 5.4225 -0.2241 -1.9995  0.456
H6 5.3731 -2.0678 -0.3037  0.479
H7 3.1553 -3.0366 0.2918  0.231
H8 0.8866 3.0438 -3.4684  0.270
H9 1.4916 2.4656 -5.0097  0.471
H10 2.4517 2.2841 -3.5534  0.398
H11 -1.6793 1.7941 -3.3378  0.050
H12 -1.9793 0.3465 -4.2842  0.189
H13 -1.2312 1.7633 -5.0271  0.509
H14 1.9852 -0.9675 -5.0325  0.391
H15 1.1215 0.1157 -6.1181  0.455
H16 0.2906 -1.2600 -5.4170  0.352
H17 1.0649 -2.6788 3.3928  0.333
H18 3.0083 -1.4111 4.2144  0.457
H19 3.3477 0.9320 3.3376  0.521
H20 1.8063 1.7594 1.6253  -0.482
H21 -1.7173 1.2639 1.8846  -0.113
H22 -2.9055 1.2337 3.1832  0.614
H23 -3.4046 0.9534 1.5062  0.153
H24 -1.2638 -0.6494 4.6958  0.300
H25 -1.9085 -2.2821 4.6780  0.290
H26 -2.9870 -0.9149 4.9114  0.378
H27 -4.1231 -1.9727 0.9597  0.162
H28 -4.7846 -1.5199 2.5281  0.379
H29 -3.9161 -3.0337 2.3561  0.270
H30 -0.3673 -4.2097 4.0683  0.360
H31 -1.0214 -5.5985 3.2132  0.358
H32 -2.0719 -4.2704 3.6611  0.326
H33 1.7760 -4.0713 1.8074  0.414
H34 1.2722 -3.9254 0.1342  -0.035
H35 0.9618 -5.4087 1.0183  0.550
H36 -2.6919 -3.7569 0.0209  0.299
H37 -2.5174 -5.2903 0.8715  0.501
H38 -1.4504 -4.8812 -0.4636  0.383
C23 3.8139 3.8411 1.2008  -0.677
N3 2.4200 4.2158 1.2279  0.333
C24 1.8472 5.1495 2.0570  -0.756
C25 0.5400 5.2214 1.7440  -0.377
N4 0.3032 4.3250 0.7051  0.675
C26 1.4855 3.6980 0.3884  -0.937
S1 1.8111 2.5194 -0.7483  0.121
C27 -0.9661 4.1684 0.0865  0.433
C28 -1.8564 5.2379 0.1223  -1.060
C29 -3.1045 5.0778 -0.4456  -0.584
C30 -3.4240 3.8654 -1.0475  -1.501
C31 -2.4762 2.8637 -1.0458  -0.149
N5 -1.2598 3.0006 -0.4866  0.271
H39 4.3447 4.4655 1.9137  0.344
H40 4.2156 3.9897 0.1989  0.314
H41 3.9276 2.7903 1.4654  0.185
H42 2.4083 5.6653 2.8081  0.435
H43 -0.2340 5.7929 2.2075  0.480
H44 -1.5786 6.1894 0.5430  0.551
H45 -3.8064 5.8973 -0.4292  0.429
H46 -4.3760 3.6830 -1.5191  0.569
H47 -2.6912 1.9034 -1.4821  0.326
O1 -4.0408 0.2369 -2.7036  -0.681
Se1 -3.2292 -0.8502 -1.8427  1.232
O2 -4.0866 -2.0351 -1.1741  -0.705
O3 -2.2957 -0.0931 -0.6823  -0.983
O4 -2.0078 -1.5709 -2.8135  -0.804

* Kohn-Sham gap (spin up / spin down): 6.0 / 6.9 eV
* E: -157738.960 eV
* ΔE to the lowest compared entry with this formula, charge and spin: 0.00 kcal/mol
* charge: 0
* <S²>: 6.03
* HOMO (spin up / spin down): -6.075 / -7.674 eV
* 2S+1: 5
* max |F|: 0.51 eV/Å